No. 1
175
Properties=species:S:1:pos:R:3:forces:R:3 method="wB97M-V/def2-TZVPD" e_tot_ev=-270375.0973 gap_ha=0.212 lumo_ev=-4.584 multiplicity=1 homo_energy_ev=-10.34 charge=+1
C 3.919630 -3.168170 2.737042 -0.233 0.317 -0.985
C 2.664582 -4.235529 2.829647 0.189 0.124 1.665
C 1.172119 -3.478816 2.874010 1.142 -0.073 1.102
C 0.794030 -2.691242 1.483940 2.510 -0.562 -1.208
N 0.421799 -1.240293 1.650136 -1.588 0.733 -2.406
C -0.654110 -0.953587 2.638252 -2.171 2.638 1.005
C -0.185702 -0.450218 4.134153 -0.275 -1.885 0.507
F -1.249460 0.415917 4.691930 2.527 -1.633 -1.468
C 0.243672 -0.508242 0.314696 -0.744 0.529 -0.533
N 0.437188 0.880929 0.178297 0.519 -2.421 1.614
C 0.917030 1.753920 1.358771 0.119 0.666 0.525
C -0.175559 2.939162 1.751052 1.517 6.872 2.181
O 0.246750 4.173410 2.144110 -3.557 -9.637 -3.055
F -1.640627 2.621446 1.711197 4.598 0.613 -0.010
C 0.159870 1.678953 -1.071762 -1.944 1.697 -1.200
C 1.188079 2.873212 -1.470601 1.315 0.736 -1.400
C 2.487991 2.406337 -2.388241 -0.112 0.458 -0.325
O 0.410211 3.783722 -2.381334 2.018 0.323 1.607
N -0.174720 -1.230759 -0.925942 2.358 1.639 3.397
P 1.250166 -1.527917 -2.021877 3.399 -0.757 -0.059
O 2.645696 -0.626276 -1.390946 -1.790 -0.958 -0.078
I 0.722319 -0.778968 -4.348560 -0.003 0.442 0.883
C -0.808840 -2.572663 -0.771024 -0.731 -2.153 -0.086
C -2.414764 -2.410249 -0.726081 -1.756 1.929 0.518
C -3.014048 -1.220716 0.286770 -1.380 -0.174 -1.214
C -4.603517 -1.032657 -0.202153 -0.694 -0.317 1.188
C -5.527312 -0.632500 1.119598 0.757 1.046 0.335
O -6.883030 -1.249425 1.086602 0.472 1.077 4.290
C -7.344206 -1.111990 2.504734 -4.599 -4.925 2.452
O -8.112654 -2.042238 3.125841 5.368 6.139 -4.798
N -0.415218 -3.309083 -2.074646 -7.102 -4.138 -1.470
C -1.379181 -4.162590 -2.513081 0.332 2.782 -0.273
S -2.749141 -4.950001 -3.224133 5.002 2.394 2.388
C -0.117173 -3.542463 0.405448 0.068 -0.193 0.854
Br 1.315068 -4.757400 -0.463403 -0.567 0.735 0.602
C -1.092920 -4.692585 0.986414 -0.396 -1.316 -0.238
C -2.221965 -4.338423 2.073438 -0.743 -0.687 0.977
F -2.856252 -5.653319 2.476825 1.511 2.630 -0.992
H 3.937456 -2.693764 1.652627 0.046 -0.906 2.101
H 3.783170 -2.243163 3.479408 0.334 -2.261 -1.453
H 4.980407 -3.686711 2.875846 -2.477 1.087 -0.105
H 2.761206 -4.735113 3.910536 -0.332 1.003 -2.329
H 2.715259 -5.119468 2.071042 -0.065 1.945 1.209
H 0.421621 -4.291178 3.232425 1.045 1.595 -0.991
H 1.301431 -2.739760 3.804494 -0.479 -1.287 -2.292
H 1.864217 -2.592113 0.947829 -2.466 -0.349 1.098
H -1.445757 -1.795189 2.823519 1.784 1.286 -0.704
H -1.281607 -0.037604 2.193330 1.242 -1.954 1.160
H -0.160662 -1.434861 4.809455 -0.140 2.403 -1.201
H 0.895264 -0.003642 4.178673 -2.308 -0.254 -0.107
H 1.128730 1.165117 2.336540 -0.661 0.707 -1.945
H 1.950884 2.300884 1.113555 -2.523 -1.166 0.300
H -0.884333 2.223312 -0.854268 2.209 -1.067 -0.478
H -0.025578 1.075616 -2.051845 0.535 0.657 2.138
H 1.556827 3.569533 -0.611149 -0.753 -1.720 -1.114
H 3.334873 1.876008 -1.776661 -1.787 0.864 -1.208
H 2.953838 3.391189 -2.875136 -1.029 -2.049 1.256
H 2.112977 1.765143 -3.322045 0.826 1.242 2.295
H 1.009694 4.611191 -2.403155 -1.626 -1.900 -0.148
H 3.284779 -1.269388 -0.952084 -1.321 0.834 -0.907
H -2.857169 -2.017572 -1.768065 1.573 -1.126 2.008
H -3.046790 -3.357957 -0.459570 1.732 1.516 -0.601
H -3.075192 -1.545336 1.403100 0.506 0.769 -2.072
H -2.515350 -0.172235 0.096063 -0.662 -2.191 0.698
H -4.724748 -0.181843 -0.999541 0.327 -1.857 1.445
H -5.032716 -2.065766 -0.607869 0.937 2.268 0.760
H -5.047104 -0.981487 2.139737 -0.471 0.551 -2.233
H -5.653155 0.549101 1.219197 0.322 -2.463 -0.395
H -7.114496 -0.143418 3.163233 -0.022 -1.871 -2.009
H -0.403415 -5.549859 1.451103 -1.590 2.054 -0.909
H -1.626519 -5.219318 0.057522 1.098 1.195 1.983
H -3.141720 -3.694380 1.690925 2.166 -1.346 0.823
H -1.777838 -3.923649 3.101495 -1.019 -0.809 -2.409
C 6.783896 4.359848 -0.120731 0.486 0.820 -0.548
O 5.801867 3.511443 0.442229 3.036 -1.108 0.472
P 6.291416 2.773955 1.928610 -10.161 -0.481 2.840
O 5.096064 1.819900 1.855276 1.277 -0.060 -0.778
O 5.872238 4.132282 2.760020 1.421 -0.628 0.288
C 4.538002 4.604628 2.677009 -0.290 0.666 -0.432
O 6.781052 2.036407 3.414898 2.304 1.212 -2.229
C 8.168536 1.775856 3.470247 0.864 -0.284 0.386
H 6.368584 4.834716 -1.013206 0.055 -0.084 0.159
H 7.071807 5.137239 0.591551 0.090 0.101 -0.168
H 7.662174 3.771317 -0.402072 -0.012 0.273 -0.199
H 3.839232 3.842773 2.324172 0.227 -0.114 -0.022
H 4.507482 5.462662 1.999589 -0.145 -0.065 0.058
H 4.223088 4.932135 3.671334 0.256 -0.077 -0.066
H 8.728702 2.707529 3.362054 0.253 -0.138 0.172
H 8.444779 1.081857 2.670423 0.218 -0.052 0.109
H 8.405972 1.321223 4.434125 -0.075 0.085 -0.112
C 6.735409 10.079343 -1.999885 -0.538 0.607 -0.284
O 7.135465 9.017311 -1.155408 1.413 0.252 -2.932
P 8.813977 8.619907 -1.287851 -0.165 -3.688 9.944
O 8.576449 7.329784 -0.498150 -0.336 0.419 -1.682
O 9.202224 9.843335 -0.256109 0.857 -0.044 -1.593
C 8.636586 9.851624 1.043958 -0.791 0.359 0.571
O 10.492439 8.222465 -1.420421 -1.524 1.729 -2.504
C 11.006768 8.428244 -2.720106 0.649 0.004 -0.649
H 5.685302 10.309143 -1.802490 0.156 -0.084 -0.008
H 7.335324 10.971499 -1.803072 -0.051 0.109 -0.055
H 6.847723 9.780661 -3.046340 -0.228 0.227 -0.012
H 8.247722 8.875897 1.343854 0.077 -0.009 -0.266
H 7.827105 10.586420 1.073402 0.042 -0.096 0.144
H 9.408871 10.152673 1.756740 -0.071 -0.038 -0.206
H 10.890417 9.475967 -3.006890 0.264 -0.015 -0.219
H 10.476222 7.787778 -3.431436 0.173 0.031 -0.180
H 12.066887 8.167055 -2.727601 -0.143 0.041 0.045
C 13.808312 14.646937 4.179274 0.705 0.398 0.068
O 12.552026 14.222336 4.671774 0.488 0.190 -3.208
P 11.785262 13.029474 3.680801 -5.278 -3.448 8.547
O 10.476522 13.222294 4.451828 0.891 0.866 -1.337
O 12.680875 11.842126 4.387968 0.086 -0.038 -1.688
C 12.603878 11.667519 5.792879 0.446 0.264 0.695
O 11.018497 11.836725 2.689743 2.406 1.837 -1.355
C 11.312266 11.989437 1.316266 -0.002 -0.223 -0.892
H 14.250388 15.342802 4.896795 -0.125 -0.089 -0.091
H 14.479350 13.793101 4.055787 0.133 0.024 -0.025
H 13.675430 15.155644 3.219871 0.272 0.130 0.112
H 11.716245 12.130301 6.230069 0.017 0.079 -0.251
H 13.497923 12.097826 6.252848 -0.127 -0.048 0.102
H 12.580097 10.596117 6.008851 0.050 0.093 -0.264
H 12.389835 11.912964 1.153463 -0.018 -0.089 -0.312
H 10.952792 12.963066 0.969152 0.016 -0.028 -0.234
H 10.805191 11.201838 0.755294 0.199 0.178 0.031
C -5.351329 -7.544227 2.974794 -0.063 0.642 0.528
O -5.581928 -8.401274 1.873253 2.932 0.100 1.295
P -4.693343 -9.883668 1.949386 -7.480 -4.645 -5.946
O -5.047401 -10.177259 0.488938 1.216 1.092 0.799
O -5.833542 -10.535562 2.942857 1.615 -0.104 0.577
C -7.176913 -10.604977 2.494835 -0.745 0.470 0.086
O -3.804654 -11.365967 2.025503 1.096 2.625 1.885
C -2.550943 -11.225126 2.661453 0.714 -0.310 0.295
H -6.000090 -6.669616 2.881726 0.081 -0.125 -0.041
H -5.581032 -8.056276 3.912673 -0.045 0.064 0.111
H -4.306830 -7.218783 2.976414 -0.280 0.176 0.166
H -7.268136 -10.509820 1.410482 0.252 0.050 0.067
H -7.752331 -9.809002 2.975846 -0.073 -0.087 -0.122
H -7.593991 -11.569585 2.795985 0.263 0.089 0.090
H -2.688574 -10.868074 3.684721 0.294 -0.139 0.114
H -1.931860 -10.517297 2.101649 0.220 -0.054 0.098
H -2.052214 -12.196206 2.681503 -0.102 0.110 -0.006
C -5.603876 -7.766163 -3.877229 0.314 -0.498 0.605
O -5.772513 -6.622547 -4.692582 -1.004 -2.751 -0.997
P -7.239013 -6.634626 -5.610245 0.185 10.560 -0.434
O -6.729429 -5.460295 -6.450324 0.300 -1.776 0.113
O -8.076958 -6.069635 -4.310000 -0.667 -1.286 -0.578
C -7.687319 -4.839254 -3.723029 0.446 0.198 0.608
O -8.705442 -6.646813 -6.527965 1.188 -2.889 1.289
C -9.108110 -7.947031 -6.906585 -0.558 -0.649 -0.428
H -4.693823 -7.644293 -3.284400 -0.109 -0.036 -0.091
H -6.453845 -7.881933 -3.199936 0.049 -0.104 0.112
H -5.507109 -8.656228 -4.505969 0.163 -0.077 0.286
H -7.069625 -4.229425 -4.386171 -0.041 -0.223 -0.140
H -7.132961 -5.045460 -2.803128 0.001 0.130 -0.013
H -8.588479 -4.274592 -3.469687 -0.017 -0.251 -0.094
H -9.267659 -8.562730 -6.018347 -0.217 -0.204 -0.153
H -8.339026 -8.400782 -7.539265 -0.158 -0.169 -0.075
H -10.039925 -7.879422 -7.471631 0.108 0.041 0.085
C -12.380261 -6.203194 -4.609301 0.332 -0.547 0.362
O -12.862253 -5.565757 -5.776543 -1.137 0.775 2.894
P -13.253502 -3.896637 -5.544519 1.719 1.738 -10.344
O -13.966781 -3.869886 -6.899134 -0.377 -0.603 1.713
O -11.671545 -3.481714 -5.737527 -0.724 0.638 1.500
C -11.010728 -3.833388 -6.941619 0.572 -0.715 -0.334
O -13.644849 -2.227581 -5.312416 0.205 -1.940 2.755
C -14.121604 -1.948744 -4.012025 -0.301 0.494 0.568
H -12.093572 -7.227419 -4.860834 -0.075 0.138 0.000
H -11.505171 -5.676989 -4.219554 0.105 -0.078 0.088
H -13.167500 -6.226189 -3.849946 0.168 -0.259 0.086
H -11.703400 -4.065393 -7.753761 -0.159 0.046 0.220
H -10.371574 -4.700888 -6.754591 0.014 0.068 -0.152
H -10.381134 -2.994551 -7.249966 -0.126 -0.005 0.251
H -13.365774 -2.218330 -3.270708 -0.110 0.220 0.243
H -15.040240 -2.514284 -3.827800 -0.067 0.134 0.202
H -14.338841 -0.881499 -3.935057 0.048 -0.129 -0.040

***

No. 2
12
Properties=species:S:1:pos:R:3:forces:R:3 method="wB97M-V/def2-TZVPD" e_above_lowest_kcal_mol=29.9 e_tot_ev=-12590.4239 gap_ha=0.405 lumo_ev=-0.175 multiplicity=1 homo_energy_ev=-11.20 smiles=CC[SiH2]C#N
C -2.835878 -0.089633 0.723360 1.723 0.262 0.324
C 1.689861 -0.824571 0.147005 0.168 1.394 1.221
C 0.912979 0.478403 -0.116292 -1.474 -3.296 -2.346
N -3.875861 -0.136269 1.231960 0.728 -0.099 -0.501
Si -1.054781 0.434748 -0.171902 -1.261 0.461 -0.653
H 0.996711 -1.574477 -0.061010 -0.561 -1.875 -0.339
H 2.580548 -0.926782 -0.443782 0.271 0.031 -0.530
H 2.024484 -0.907924 1.184557 -0.303 -0.037 -0.007
H 1.034974 0.605170 -1.239614 -0.495 0.415 1.101
H 1.304266 1.283128 0.359040 0.903 2.561 1.490
H -1.392882 1.873000 -0.124122 0.046 -0.047 -0.231
H -1.384426 -0.214794 -1.489204 0.254 0.231 0.471

***

No. 3
7
Properties=species:S:1:pos:R:3:forces:R:3 method="wB97M-V/def2-TZVPD" e_above_lowest_kcal_mol=35.5 e_tot_ev=-5658.3653 gap_ha=0.437 lumo_ev=0.701 multiplicity=1 homo_energy_ev=-11.19 smiles=COC#N
C 1.386470 -0.501594 -0.023856 -2.194 -0.452 -0.233
C -0.762217 0.156176 -0.007133 -3.230 0.676 -1.213
N 2.411863 0.007826 0.051740 0.556 -0.089 0.039
O 0.129934 -0.939828 -0.097233 2.144 -0.278 -0.711
H -0.422153 0.681338 0.841962 -0.097 1.278 0.775
H -1.826062 -0.226941 0.181762 1.744 0.110 -0.072
H -0.917835 0.823021 -0.947239 1.078 -1.245 1.414